Entry 1:
An isolated molecule of C2H4IN3S. Source: the Open Molecules 2025 dataset; level of theory: the ωB97M-V functional and the def2-TZVPD basis.

Summary:
LUMO (spin up / spin down): -1.8 / -1.8 eV
HOMO level (spin up / spin down): -9.80 / -9.80 eV
Total charge: 0
HOMO-LUMO gap (spin up / spin down): 7.976 / 7.977 eV
2S+1: 1

Each line ends with the Mulliken charge.
Atoms and positions in Å:
C: 0.8461 -2.1122 0.2627  0.491
C: -1.0211 0.6448 1.0017  -0.755
N: 1.2882 -2.7827 1.1125  -0.476
N: -0.4915 0.6167 -1.9314  -0.620
N: 0.5632 -1.3737 -0.7753  -0.392
S: 0.1803 0.1289 -0.6191  0.394
I: 2.1736 1.4685 -0.1137  0.068
H: -0.8941 -0.2325 1.6727  0.340
H: -0.6139 1.6001 1.3358  0.354
H: -1.9507 0.6281 0.4133  0.308
H: -0.0802 1.4140 -2.3591  0.288

Forces on the atoms, in the same order (eV/Å):
1.597 -1.236 1.968
1.384 -2.045 -1.955
-0.931 0.688 -0.818
0.352 -1.353 2.109
-1.132 1.159 -0.464
-1.640 1.095 -1.081
0.141 0.036 0.126
-0.184 0.873 -0.214
-0.250 -0.277 -0.110
0.256 0.304 0.612
0.408 0.757 -0.173

Entry 2:
A structure of composition C28H23BrCoIN4O7. Source: the Open Molecules 2025 dataset; level of theory: the ωB97M-V functional and the def2-TZVPD basis.

Summary:
LUMO (spin up / spin down): -2.4 / -2.4 eV
HOMO level (spin up / spin down): -8.50 / -8.47 eV
Total charge: 0
HOMO-LUMO gap (spin up / spin down): 6.051 / 6.088 eV
2S+1: 1

Each line ends with the Mulliken charge.
Atoms and positions in Å:
Co: 0.0296 0.1633 0.0532  -0.186
C: -4.6880 -3.1599 -0.3158  -1.189
C: -3.3356 -2.8799 -0.9814  -0.658
C: -2.1670 -3.5135 -0.2549  1.028
C: -2.0945 -4.9021 -0.2557  -0.564
C: -1.0219 -5.5728 0.3010  -1.107
C: 0.0356 -4.8445 0.8182  -0.667
C: 0.0121 -3.4576 0.8373  0.358
C: 1.2233 -2.7252 1.3538  0.028
C: 2.3278 -2.6648 0.2882  -0.924
C: -1.1234 -2.7857 0.3520  -0.847
N: -1.2204 -1.3776 0.4505  0.969
C: -2.2993 -0.8322 0.9507  -0.520
C: -2.5061 0.5400 0.8451  0.263
C: -3.5414 1.3810 1.2840  -1.076
C: -3.2000 2.6602 0.8762  -0.578
C: -1.9662 2.5584 0.2088  -0.670
N: -1.5649 1.2917 0.1725  0.410
H: -5.4974 -2.7360 -0.9116  0.393
H: -4.7438 -2.7229 0.6823  0.284
H: -4.8626 -4.2312 -0.2243  0.342
H: -3.1989 -1.8052 -1.0938  0.311
H: -3.3592 -3.2990 -1.9904  0.454
H: -2.8999 -5.4588 -0.7206  0.459
H: -0.9982 -6.6547 0.3064  0.376
H: 0.8979 -5.3619 1.2225  0.484
H: 1.6120 -3.2411 2.2331  0.661
H: 0.9490 -1.7192 1.6667  -0.310
H: 2.5515 -3.6652 -0.0838  0.530
H: 3.2443 -2.2472 0.7081  0.207
H: 2.0275 -2.0470 -0.5605  0.076
H: -3.0377 -1.4546 1.4487  0.729
H: -4.4143 1.0678 1.8346  0.491
H: -3.7564 3.5698 1.0282  0.450
H: -1.3841 3.3531 -0.2335  0.552
O: 0.9698 1.0470 3.9625  -0.709
C: 1.1250 0.7001 2.8094  -0.021
O: 0.1431 0.4241 2.0118  -0.301
C: 2.5399 0.5177 2.2831  0.692
C: 3.5502 0.4127 3.2099  -0.598
C: 4.8639 0.2317 2.8014  -0.547
C: 5.1744 0.1879 1.4571  -0.346
C: 4.1725 0.3165 0.5215  -0.405
C: 2.7988 0.4521 0.8957  1.154
O: 1.8651 0.4674 -0.0037  -0.760
N: 4.5682 0.2724 -0.8855  1.147
O: 5.6230 -0.2878 -1.1429  -0.633
O: 3.8833 0.8441 -1.7102  -0.609
N: 5.9244 0.1054 3.7903  1.041
O: 5.6056 0.1100 4.9644  -0.617
O: 7.0675 -0.0024 3.3829  -0.625
H: 3.3037 0.4748 4.2605  0.628
H: 6.1981 0.0698 1.1339  0.632
Br: -2.0393 1.8024 -4.3722  -0.170
C: -0.7854 0.7048 -5.2671  0.182
C: -0.5629 0.9229 -6.6189  -0.471
C: 0.3311 0.1214 -7.3107  -0.521
C: 1.0020 -0.8996 -6.6540  -0.641
C: 0.7920 -1.1108 -5.3017  -0.472
C: -0.1014 -0.3093 -4.6117  0.409
I: -0.4411 -0.7256 -2.5419  0.468
H: -1.0958 1.7196 -7.1181  0.392
H: 0.4996 0.2986 -8.3641  0.374
H: 1.6917 -1.5358 -7.1912  0.376
H: 1.3192 -1.9004 -4.7832  0.395

Forces on the atoms, in the same order (eV/Å):
0.927 0.830 2.812
0.056 0.125 -0.108
-0.132 -0.072 0.170
0.083 0.177 -0.096
-0.035 -0.009 0.022
0.017 0.028 -0.060
-0.062 -0.076 -0.028
-0.029 0.222 0.129
0.085 0.047 -0.200
-0.043 -0.088 0.117
0.200 -0.639 -0.159
0.092 1.384 -0.255
0.006 -0.225 0.045
-0.480 0.355 0.034
0.118 -0.241 0.018
0.144 0.023 -0.102
0.147 0.342 -0.073
0.429 -1.396 -0.009
-0.006 -0.012 0.020
0.004 -0.036 0.022
-0.014 -0.013 0.045
0.011 -0.007 -0.054
0.036 0.040 -0.020
0.012 -0.026 0.013
0.017 0.005 -0.013
0.015 0.043 0.016
-0.058 0.000 0.039
0.017 -0.052 0.103
0.019 -0.003 -0.016
-0.021 -0.031 -0.034
0.028 -0.056 -0.030
0.016 -0.060 -0.048
-0.012 0.037 -0.023
0.006 0.000 -0.014
0.018 -0.039 0.009
-0.275 -0.139 -0.255
1.295 0.080 0.117
-1.162 -0.256 -1.777
-0.661 0.043 -0.408
0.425 -0.018 0.295
-0.653 0.116 -0.307
0.310 0.036 -0.075
-0.744 0.051 0.215
0.919 -0.002 0.617
-1.238 -0.274 -1.090
0.490 0.268 -0.337
-0.272 -0.083 0.056
-0.078 -0.152 0.202
0.334 -0.060 0.287
0.014 0.010 -0.188
-0.175 0.021 0.023
-0.025 0.008 -0.001
-0.021 -0.043 -0.005
0.093 -0.008 -0.061
-0.156 0.116 0.223
-0.001 -0.035 -0.030
-0.011 -0.006 0.066
-0.030 0.016 -0.093
0.084 -0.165 0.203
0.084 0.352 0.558
-0.194 -0.480 -0.501
-0.001 -0.005 -0.010
0.003 -0.010 -0.002
0.023 0.012 0.014
0.015 0.030 -0.006

Entry 3:
A structure of composition C5H9NO. Source: the Open Molecules 2025 dataset; level of theory: the ωB97M-V functional and the def2-TZVPD basis.

Summary:
LUMO: 0.7 eV
HOMO level: -7.71 eV
Total charge: 0
HOMO-LUMO gap: 8.432 eV
2S+1: 1

Each line ends with the Mulliken charge.
Atoms and positions in Å:
C: -0.6910 0.1669 -1.3424  -0.597
C: -1.5171 0.4015 0.5022  -0.577
C: -0.7029 -0.6453 -0.2738  0.595
C: -0.1376 -2.0633 -0.1169  -1.008
C: 2.3864 1.3315 0.8580  -0.163
N: -1.4302 1.2380 -0.7388  -0.443
O: 1.9317 0.9387 -0.1897  -0.350
H: -0.2275 0.1859 -2.2993  0.427
H: -2.5555 0.1906 0.6317  0.257
H: -1.1892 0.7571 1.3609  0.344
H: -0.7379 -2.8408 0.5242  0.265
H: 0.8924 -2.1753 0.3374  0.225
H: -0.1505 -2.4941 -1.1961  0.241
H: 3.1868 2.0117 0.9383  0.302
H: 1.8629 0.9099 1.7477  0.210
H: -0.9210 2.0873 -0.7435  0.270

Forces on the atoms, in the same order (eV/Å):
-0.172 0.021 1.692
-0.872 -1.713 -4.421
0.248 -1.166 -0.093
-0.792 -1.609 -0.346
-2.619 -2.122 -0.337
-0.515 -0.787 -0.764
0.865 0.636 -0.095
0.106 -0.106 -0.662
-0.803 -0.613 0.180
2.084 1.994 3.844
0.559 1.741 -1.172
-0.913 0.651 -0.732
0.383 0.506 1.888
1.269 1.062 0.169
0.692 0.538 0.318
0.479 0.969 0.531

Entry 4:
A cluster of 2 separate species, CH8N3O2P in total. Source: the Open Molecules 2025 dataset; level of theory: the ωB97M-V functional and the def2-TZVPD basis.

Summary:
LUMO: 0.7 eV
HOMO level: -10.05 eV
Total charge: 0
HOMO-LUMO gap: 10.776 eV
2S+1: 1

Each line ends with the Mulliken charge.
Atoms and positions in Å:
C: 3.0324 0.9174 0.0703  -0.282
N: -0.5985 -0.4628 -1.3872  -0.525
N: -0.8111 -0.6671 1.3598  -0.567
N: 1.9264 0.6882 0.6212  -0.348
O: -2.1764 1.1086 0.0436  -0.664
O: -2.8513 -1.2933 -0.1952  -0.536
P: -1.6151 -0.2170 -0.0324  0.862
H: 3.5075 1.9965 -0.1126  0.160
H: 3.6453 0.1660 -0.3211  0.268
H: -0.0399 -1.3442 -1.3167  0.247
H: -1.0755 -0.4887 -2.2678  0.256
H: 0.2001 -1.2023 1.3597  0.320
H: -0.9565 0.1896 1.9196  0.271
H: 1.4179 1.5117 0.8630  0.210
H: -3.6055 -0.9025 -0.6042  0.328

Forces on the atoms, in the same order (eV/Å):
0.280 3.699 -0.051
0.669 -1.292 1.627
2.100 -1.128 -0.818
0.542 -1.150 -0.387
-0.504 1.998 0.118
1.879 -0.463 0.639
0.170 -2.485 -1.035
-1.191 -1.965 0.428
0.761 -1.493 -0.299
-0.598 1.125 -0.022
-0.431 0.149 -0.313
-3.546 2.479 0.043
0.967 -0.972 0.156
-0.279 0.849 0.306
-0.820 0.650 -0.391

Entry 5:
A structure of composition C11H16O5PTi. Source: the Open Molecules 2025 dataset; level of theory: the ωB97M-V functional and the def2-TZVPD basis.

Summary:
LUMO (spin up / spin down): -5.7 / -5.5 eV
HOMO level (spin up / spin down): -12.31 / -12.78 eV
Total charge: +1
<S²>: 2.0164
HOMO-LUMO gap (spin up / spin down): 6.620 / 7.325 eV
2S+1: 3

Each line ends with the Mulliken charge.
Atoms and positions in Å:
O: 0.1712 -0.1314 -5.0814  -0.193
C: 0.3873 -0.5503 -4.0351  0.201
Ti: -1.3470 -1.2638 -1.1852  -0.441
O: -1.9915 0.9755 -3.3762  -0.237
C: -1.6532 0.2377 -2.5253  0.358
C: -2.6822 -1.3395 0.3613  0.385
O: -3.4622 -1.4101 1.2289  -0.228
C: 0.2120 -2.5283 -0.6862  0.067
O: 0.8692 -3.4571 -0.3285  -0.386
C: -1.9068 -2.9203 -2.3110  0.466
O: -2.0117 -3.8775 -2.9629  -0.227
H: 0.2826 -1.5920 -1.7329  0.418
C: -1.6987 2.1294 0.9712  -1.230
C: -0.3586 1.8855 0.2797  -0.689
P: 0.0248 0.0993 0.2653  0.934
C: 1.7614 -0.0301 -0.3587  -0.405
C: 2.7041 0.9768 0.2636  -1.308
C: 0.0992 -0.5945 1.9360  -0.448
C: 0.9531 0.2588 2.8790  -1.179
H: -2.5001 1.7402 0.3242  0.252
H: -1.8471 3.2125 1.1155  0.402
H: -1.7547 1.6130 1.9408  0.300
H: -0.4451 2.1454 -0.7925  0.471
H: 0.4865 2.4968 0.6863  0.458
H: 2.1246 -1.0679 -0.2453  0.408
H: 1.6529 0.1673 -1.4399  0.210
H: 3.0372 0.6945 1.2603  0.268
H: 3.5918 1.0427 -0.3701  0.425
H: 2.2591 1.9694 0.3274  0.304
H: -0.9317 -0.6616 2.3409  0.351
H: 0.4925 -1.6330 1.8744  0.379
H: 0.6734 1.3188 2.7758  0.305
H: 0.7846 -0.0551 3.9241  0.407
H: 2.0232 0.1490 2.6765  0.201

Forces on the atoms, in the same order (eV/Å):
0.634 -1.181 2.692
-0.079 1.130 -3.401
0.753 -1.307 0.133
1.444 -2.945 3.994
-1.981 4.425 -5.163
-4.324 -0.818 5.016
3.200 0.440 -3.511
-0.291 -3.257 2.125
-1.345 3.605 -1.959
-0.389 -4.262 -3.020
0.230 3.440 2.397
0.898 -0.482 -0.431
-0.043 0.215 -0.063
0.566 0.313 -0.025
1.188 -0.117 -0.020
-0.469 0.231 -0.182
0.764 0.094 -0.178
-0.138 0.063 0.852
-0.074 -0.097 0.597
0.041 0.202 0.321
-0.119 -0.531 0.017
-0.040 0.316 -0.205
0.159 0.030 0.412
-0.907 -0.553 -0.126
-0.196 0.485 -0.015
0.236 -0.123 0.312
0.017 0.028 -0.223
0.003 0.147 0.136
0.230 -0.059 -0.079
0.489 -0.034 -0.230
-0.309 0.613 -0.125
0.218 -0.286 0.231
0.058 0.241 -0.425
-0.423 0.034 0.146

Entry 6:
An isolated molecule of C4H7N3. Source: the Open Molecules 2025 dataset; level of theory: the ωB97M-V functional and the def2-TZVPD basis.

Summary:
LUMO: 1.1 eV
HOMO level: -6.98 eV
Total charge: 0
HOMO-LUMO gap: 8.033 eV
2S+1: 1

Each line ends with the Mulliken charge.
Atoms and positions in Å:
N: 0.6596 0.4710 2.2562  -0.475
C: -0.0313 0.0008 1.1638  0.262
C: -0.1110 0.8705 0.0955  -0.755
C: -0.2029 0.0581 -1.0644  0.640
N: -0.2039 0.5940 -2.3578  -0.566
C: -0.3428 -1.2364 -0.6515  -0.929
N: -0.3055 -1.2603 0.7645  -0.087
H: 0.8977 1.3774 1.8194  0.258
H: 0.3957 0.2801 3.2168  0.226
H: -0.5813 1.8364 0.2146  0.319
H: -0.0652 -0.1087 -3.0692  0.234
H: 0.4960 1.3217 -2.4574  0.258
H: -0.5672 -2.1247 -1.2155  0.372
H: -0.0378 -2.0799 1.2850  0.242

Forces on the atoms, in the same order (eV/Å):
0.088 0.022 -0.148
-0.147 0.062 -0.480
-0.755 -0.327 -0.418
-0.435 -0.200 -0.033
-0.109 -0.090 -0.208
-0.044 -0.197 -0.304
0.490 0.010 -0.072
0.293 -0.182 2.226
-0.074 0.584 -0.314
0.764 0.419 -0.171
-0.023 0.044 -0.045
-0.197 -0.166 0.033
0.066 -0.068 0.034
0.083 0.090 -0.101